Here is a 12-piece molecular cluster, C48H120O24 overall at a distorted geometry from the OMol25 dataset. Energies are from wB97M-V/def2-TZVPD.

Structure (XYZ):
```
192
Properties=species:S:1:pos:R:3:forces:R:3
C -26.061 5.177 9.824 0.86 0.28 0.24
O -25.285 6.361 9.913 -0.01 0.20 -0.38
C -25.070 6.901 8.616 0.36 1.69 0.49
C -24.917 8.454 8.792 0.67 -0.23 0.94
O -23.917 8.822 9.754 1.12 -1.00 -0.60
C -22.582 8.485 9.311 -0.34 0.62 -0.30
H -26.247 4.767 10.816 -0.39 0.57 0.12
H -25.440 4.401 9.376 -0.34 -0.19 -0.75
H -26.949 5.481 9.269 -0.34 -0.92 0.03
H -25.899 6.724 7.932 -0.35 -0.06 0.07
H -24.194 6.462 8.138 0.21 -0.12 0.08
H -25.832 8.868 9.217 -0.13 -0.21 -0.10
H -24.657 9.048 7.916 -0.32 -0.56 -0.73
H -22.239 9.056 8.448 -0.36 0.97 -0.10
H -22.433 7.502 8.864 -0.41 -0.66 0.93
H -21.884 8.710 10.118 -0.23 -0.36 0.06
C -19.383 12.896 -1.507 -0.58 0.44 -0.63
O -18.104 13.433 -1.321 0.58 0.73 0.93
C -18.084 14.866 -1.128 0.68 -0.33 -0.37
C -18.085 15.602 -2.495 0.90 -0.50 1.89
O -19.371 15.692 -3.008 -0.17 0.16 -1.21
C -19.354 16.274 -4.305 -1.45 -0.09 -0.52
H -19.768 13.373 -2.409 -0.67 -0.24 0.02
H -20.036 13.096 -0.657 -0.15 0.17 0.12
H -19.373 11.816 -1.653 0.52 0.05 0.03
H -17.176 15.057 -0.556 0.62 -0.04 -0.68
H -18.770 15.261 -0.379 -1.10 -0.34 -0.43
H -17.385 15.018 -3.093 -0.19 -0.19 -0.55
H -17.628 16.588 -2.408 -0.01 0.35 0.24
H -19.180 17.350 -4.316 0.60 0.05 0.31
H -20.348 16.183 -4.742 -0.36 -0.10 0.43
H -18.769 15.756 -5.065 0.79 -0.10 0.44
C -8.571 18.894 5.817 0.48 0.09 1.35
O -8.625 20.244 6.231 -0.27 1.61 -0.74
C -8.910 20.651 7.563 -0.64 -1.48 0.30
C -7.745 20.599 8.573 0.96 0.79 -2.32
O -6.708 21.595 8.376 0.25 1.29 0.49
C -5.967 21.695 7.131 -1.58 -1.75 -0.03
H -9.505 18.337 5.894 -0.37 0.25 0.06
H -7.854 18.421 6.488 0.21 -0.63 -0.30
H -8.226 18.866 4.784 0.04 0.15 0.17
H -9.747 20.055 7.928 0.21 -1.11 0.48
H -9.513 21.558 7.609 1.03 0.93 -0.72
H -7.148 19.694 8.458 -0.78 -0.78 0.45
H -8.208 20.758 9.547 0.58 -0.07 0.16
H -5.384 22.610 7.020 -0.64 0.18 0.44
H -6.698 21.489 6.349 0.13 0.90 -0.46
H -5.271 20.875 6.960 0.38 -0.36 0.67
C -7.026 14.365 -1.450 -0.66 -0.59 0.53
O -8.092 13.434 -1.352 -0.36 -0.74 -0.36
C -7.769 12.101 -1.709 0.28 -0.19 -0.18
C -8.932 11.142 -1.594 -0.16 0.92 0.65
O -9.315 10.914 -0.232 -0.34 0.23 -0.67
C -10.224 11.864 0.367 0.37 -0.61 -0.71
H -6.500 14.350 -2.405 -0.23 0.01 -0.30
H -6.299 14.121 -0.676 0.20 0.37 0.19
H -7.552 15.303 -1.273 0.66 0.23 -0.03
H -6.958 11.688 -1.108 0.32 0.24 0.25
H -7.469 12.052 -2.755 0.30 0.17 -0.32
H -8.650 10.199 -2.062 0.17 -0.18 0.40
H -9.710 11.540 -2.246 -0.70 0.08 0.36
H -11.112 12.005 -0.248 -0.16 -0.18 -0.17
H -9.781 12.853 0.479 0.22 -0.13 0.30
H -10.519 11.386 1.302 0.08 0.38 0.06
C -24.720 14.415 1.743 -0.83 0.26 1.07
O -24.966 14.783 3.147 1.20 0.38 -0.62
C -23.783 14.610 3.965 0.58 -1.87 -1.40
C -23.891 15.073 5.366 -0.85 0.89 1.31
O -22.669 14.984 6.137 -1.26 0.72 0.04
C -22.973 15.471 7.480 0.79 -0.33 -0.88
H -24.030 15.036 1.173 0.59 0.21 0.66
H -25.655 14.580 1.208 -0.23 -0.30 0.36
H -24.430 13.366 1.677 0.06 -0.03 -0.01
H -22.885 14.996 3.483 -0.04 0.50 -0.12
H -23.604 13.538 4.045 0.14 -0.41 -0.28
H -24.655 14.509 5.901 -0.19 -0.34 -0.06
H -24.298 16.083 5.342 0.31 0.52 0.22
H -22.022 15.622 7.990 -0.01 -0.14 -0.10
H -23.565 14.745 8.037 -0.13 -0.06 -0.06
H -23.487 16.432 7.449 -0.13 0.01 -0.13
C -16.053 22.402 -1.431 0.62 0.58 -0.24
O -14.945 21.564 -1.064 -1.35 0.19 -0.03
C -15.124 21.011 0.237 0.68 -1.68 -0.90
C -13.832 20.234 0.505 -0.27 0.22 -0.40
O -13.678 19.053 -0.346 -0.29 1.27 0.57
C -12.561 19.084 -1.233 -0.23 1.00 0.37
H -16.300 22.429 -2.493 0.71 -0.59 -0.30
H -15.714 23.415 -1.212 -0.59 0.27 0.35
H -17.018 22.154 -0.991 0.25 -0.11 0.68
H -15.932 20.279 0.204 -0.45 0.14 0.11
H -15.294 21.741 1.028 0.01 0.27 -0.05
H -13.762 19.973 1.562 -0.13 -0.47 -0.02
H -13.118 21.046 0.371 0.90 -0.53 -0.48
H -12.578 19.942 -1.905 -0.35 0.30 -0.02
H -12.570 18.218 -1.895 0.07 -0.27 0.59
H -11.667 19.223 -0.626 0.40 -0.58 -0.21
C -17.445 17.950 7.013 -0.83 0.33 0.23
O -16.611 17.178 7.880 -1.22 1.11 -0.84
C -15.881 16.192 7.210 0.56 -0.85 0.64
C -16.720 15.213 6.360 -0.75 -0.01 0.56
O -15.932 14.221 5.814 1.59 -2.01 -0.68
C -16.606 13.018 5.377 -0.26 1.11 -0.81
H -17.761 18.884 7.478 0.51 -0.02 0.48
H -18.401 17.471 6.806 -0.01 -0.54 0.00
H -17.051 18.236 6.038 0.72 -0.28 0.01
H -15.457 15.633 8.044 0.07 -0.44 -0.14
H -15.001 16.645 6.752 -0.16 -0.04 -0.89
H -17.319 15.676 5.575 -0.01 0.44 -0.10
H -17.417 14.710 7.031 -0.43 0.33 0.40
H -17.335 13.310 4.621 -0.69 0.10 0.27
H -17.064 12.410 6.157 -0.05 0.39 0.36
H -16.000 12.347 4.769 0.94 0.37 0.52
C -27.210 24.645 14.085 -0.52 -0.46 -0.72
O -27.316 23.703 13.003 0.10 1.64 0.02
C -26.748 22.476 13.241 0.33 -1.39 1.12
C -26.622 21.604 12.021 -0.22 0.04 -1.28
O -25.898 22.074 10.886 0.97 0.90 0.50
C -24.481 22.313 11.111 -1.21 -0.30 -0.46
H -27.546 24.241 15.040 0.02 -0.38 0.08
H -27.908 25.443 13.833 0.29 0.12 -0.04
H -26.194 25.022 14.202 0.09 0.02 -0.11
H -27.409 21.929 13.913 -0.36 -0.49 0.17
H -25.832 22.465 13.832 0.62 0.72 -0.19
H -27.633 21.454 11.642 -0.04 -0.02 -0.16
H -26.230 20.614 12.254 0.05 -0.10 0.62
H -24.051 22.580 10.145 -0.12 -0.28 -0.06
H -24.039 21.388 11.483 0.29 0.06 0.13
H -24.259 23.162 11.757 -0.30 -0.08 0.39
C -14.670 9.505 11.946 -0.22 0.73 -0.68
O -14.577 9.419 13.349 -0.22 0.52 -0.61
C -15.097 8.191 13.757 -0.11 -0.20 1.36
C -15.432 8.178 15.281 0.38 0.78 -2.33
O -16.404 9.179 15.549 0.63 -1.20 0.13
C -16.505 9.332 16.945 -0.94 1.36 -0.32
H -14.020 10.306 11.595 0.00 -0.07 0.11
H -15.682 9.709 11.597 -0.42 0.48 0.37
H -14.473 8.606 11.362 0.79 -0.52 0.49
H -14.279 7.505 13.535 -0.37 -0.92 0.20
H -16.005 7.941 13.208 -0.10 -0.10 -0.19
H -14.494 8.428 15.776 0.01 -0.23 0.50
H -15.806 7.177 15.495 0.10 -0.11 0.44
H -15.549 9.647 17.363 0.08 -0.22 0.24
H -16.959 8.497 17.478 0.32 -0.43 -0.10
H -17.211 10.157 17.037 0.06 0.13 0.39
C -21.526 23.253 3.512 0.16 0.04 -0.24
O -21.702 21.905 3.871 0.86 -0.21 0.41
C -22.925 21.305 3.565 -0.22 -0.15 -0.62
C -22.925 20.486 2.256 0.51 0.75 0.20
O -22.802 21.393 1.159 -0.74 0.31 0.92
C -22.882 20.783 -0.100 0.56 -0.04 0.32
H -21.622 23.359 2.431 0.07 0.26 -0.05
H -20.536 23.556 3.853 0.11 -0.21 -0.22
H -22.205 23.939 4.019 -0.49 -0.12 0.05
H -23.678 22.090 3.503 -0.41 -0.12 -0.03
H -23.139 20.642 4.403 -0.25 -0.12 -0.06
H -23.806 19.847 2.196 -0.54 0.26 -0.12
H -22.098 19.776 2.258 0.46 0.03 0.03
H -23.783 20.177 -0.200 -0.03 -0.23 -0.04
H -21.967 20.194 -0.172 -0.10 -0.49 -0.68
H -22.889 21.554 -0.871 0.04 0.02 0.13
C -13.068 23.532 12.956 0.16 -1.58 0.35
O -12.667 24.789 12.547 0.25 0.69 0.76
C -11.822 25.493 13.484 -0.40 0.37 -1.22
C -12.487 25.919 14.775 -0.63 0.79 0.38
O -13.293 27.073 14.573 0.49 0.59 -0.41
C -13.750 27.787 15.717 -0.65 -0.16 -1.16
H -13.555 22.996 12.141 -0.03 0.33 -0.16
H -13.719 23.435 13.825 -0.48 0.74 0.10
H -12.229 22.908 13.264 0.57 -0.10 -0.18
H -11.537 26.349 12.872 -0.06 0.39 0.43
H -10.877 24.982 13.664 -0.12 -0.63 0.22
H -11.763 26.192 15.543 0.43 -0.40 0.02
H -13.149 25.141 15.154 0.18 -0.40 0.19
H -14.326 28.598 15.271 -0.46 -0.18 0.14
H -13.042 28.343 16.331 0.77 -0.68 0.09
H -14.392 27.119 16.292 -0.04 0.24 0.44
C -20.772 14.822 13.916 -0.36 -0.60 -0.28
O -21.910 15.462 14.512 1.53 0.31 -1.37
C -22.774 14.595 15.136 -2.42 0.62 0.76
C -24.047 15.419 15.633 -0.08 0.38 -0.82
O -25.004 15.839 14.584 0.14 -1.78 0.70
C -25.707 14.689 14.022 1.28 0.34 -0.02
H -20.987 14.034 13.195 -1.03 -0.22 -0.12
H -20.176 14.266 14.639 0.31 0.54 0.44
H -20.188 15.485 13.278 -0.04 0.61 0.79
H -22.287 14.082 15.966 -0.06 -0.03 0.38
H -23.187 13.829 14.479 0.28 -0.25 -0.36
H -23.780 16.358 16.117 0.50 0.05 -0.35
H -24.602 14.913 16.423 -0.02 -0.67 -0.17
H -24.989 14.147 13.406 -0.11 -0.10 -0.32
H -26.549 14.973 13.390 0.18 0.49 0.21
H -26.054 13.954 14.749 -0.11 0.30 0.52
```
Positions in Å, forces in eV/Å.

Values from the calculation:
* energy relative to the best compared isomer or geometry (same formula, charge and spin): 137.4 kcal/mol
* E_tot: -3705.83799 Eh
* spin multiplicity: 1
* HOMO energy: -9.11 eV
* orbital gap: 9.3 eV

Atomic partial charges in e from the Mulliken method, atoms 1 to 8: C -0.708; O -0.275; C -0.446; C -0.592; O -0.326; C -0.721; H 0.231; H 0.278